Here is a structure of composition C23H41ClIrP2 from the OMol25 dataset. Energies are from ωB97M-V/def2-TZVPD.

Positions of all 68 atoms, in Å:
1 Ir 2.320 -1.801 0.174
2 C -0.564 -0.811 2.499
3 C -0.291 -1.876 1.649
4 C 1.671 -1.319 2.857
5 C 0.640 -0.442 3.206
6 C 1.138 -2.203 1.772
7 C -1.921 -0.257 2.762
8 H -2.685 -0.697 2.109
9 H -1.942 0.824 2.599
10 H -2.286 -0.427 3.790
11 C 0.578 0.460 4.400
12 H -0.157 1.279 4.260
13 H 1.549 0.923 4.623
14 H 0.262 -0.102 5.306
15 C 2.878 -1.566 3.686
16 H 2.563 -2.190 4.539
17 H 3.287 -0.639 4.123
18 H 3.649 -2.095 3.121
19 C 1.728 -3.531 1.463
20 H 0.876 -4.252 1.448
21 H 2.507 -3.825 2.174
22 H 2.135 -3.543 0.310
23 C -1.267 -2.677 0.833
24 H -1.612 -3.609 1.347
25 H -0.828 -3.008 -0.124
26 H -2.182 -2.098 0.617
27 C -2.796 3.536 0.820
28 C -3.628 2.553 0.459
29 C -3.526 1.775 -0.827
30 C -2.569 0.607 -0.609
31 C -1.095 0.730 -0.953
32 C -0.126 1.734 -0.541
33 C -0.365 2.971 0.203
34 C -1.577 3.906 -0.005
35 H -3.279 2.386 -1.715
36 H -2.977 -0.317 -1.078
37 H -4.495 1.269 -0.989
38 H -1.791 4.034 -1.073
39 H -2.938 4.153 1.732
40 H -4.373 2.111 1.138
41 H -1.223 4.877 0.359
42 H -0.388 2.685 1.267
43 H 0.833 1.296 -0.210
44 H 0.526 3.600 0.106
45 H -2.584 0.388 0.466
46 H -0.750 -0.316 -0.740
47 P -0.035 0.940 -2.542
48 C 0.172 2.650 -3.140
49 C -1.248 0.419 -3.805
50 P 2.115 -1.514 -1.884
51 C 1.616 0.127 -2.623
52 C 1.178 -2.684 -2.961
53 C 3.921 -1.703 -2.226
54 H 1.022 3.157 -2.673
55 H -0.725 3.247 -2.963
56 H 0.341 2.616 -4.223
57 H -0.927 0.774 -4.801
58 H -2.239 0.872 -3.610
59 H -1.380 -0.674 -3.844
60 H 4.171 -1.435 -3.255
61 H 4.216 -2.742 -2.017
62 H 4.473 -1.046 -1.536
63 H 2.344 0.849 -2.218
64 H 1.845 0.063 -3.698
65 H 1.638 -3.677 -2.928
66 H 1.129 -2.335 -3.999
67 H 0.157 -2.735 -2.565
68 Cl 3.287 0.338 0.160

Properties
**Net charge**: +2
**Kohn-Sham gap (alpha / beta)**: 7.76 / 6.13 eV
**Energy relative to the best compared isomer or geometry (same formula, charge and spin)**: 53.8 kJ/mol
**Molar mass**: 607.2 u
**2S+1**: 6
**LUMO (alpha / beta)**: -4.88 / -8.11 eV

Here is a structure of composition C25H27AsN2O3S2SbSe4Tc from the OMol25 dataset. Energies are from ωB97M-V/def2-TZVPD.

Positions of all 66 atoms, in Å:
1 Tc 2.618 -1.363 1.190
2 Se 0.681 -6.359 1.873
3 Sb 2.324 -5.039 0.766
4 Se 3.298 -3.212 2.370
5 Se 1.435 -2.842 -0.166
6 Se 3.912 -6.226 -0.579
7 S 3.814 0.754 1.742
8 C 4.593 0.130 0.363
9 N 4.397 -1.137 0.081
10 C 5.075 -1.547 -1.063
11 C 5.091 -2.828 -1.594
12 C 5.811 -3.051 -2.757
13 C 6.523 -2.021 -3.374
14 C 6.531 -0.746 -2.834
15 C 5.800 -0.519 -1.673
16 S 5.612 0.963 -0.770
17 H 4.590 -3.649 -1.101
18 H 5.813 -4.051 -3.172
19 H 7.086 -2.216 -4.279
20 H 7.091 0.058 -3.297
21 C 0.839 -1.295 -3.011
22 As 0.526 -0.289 -1.396
23 C -1.088 -0.821 -0.490
24 C -0.004 1.423 -2.122
25 O 1.927 0.048 -0.536
26 H 0.692 -0.605 -3.846
27 H 0.153 -2.130 -3.101
28 H 1.857 -1.660 -3.021
29 H -1.600 -1.541 -1.124
30 H -1.705 0.078 -0.395
31 H -0.938 -1.256 0.489
32 H -0.977 1.345 -2.613
33 H 0.740 1.754 -2.844
34 H -0.058 2.156 -1.318
35 C -5.261 2.488 -1.542
36 C -5.103 1.478 -0.430
37 C -6.086 0.518 -0.246
38 C -5.940 -0.450 0.741
39 C -4.843 -0.418 1.575
40 C -3.852 0.566 1.433
41 N -2.775 0.464 2.322
42 C -1.822 1.402 2.705
43 C -2.169 2.739 2.919
44 C -1.216 3.665 3.303
45 C 0.097 3.270 3.537
46 C 0.437 1.938 3.370
47 C -0.497 0.999 2.950
48 C -0.069 -0.410 2.665
49 O -0.852 -1.344 2.794
50 O 1.133 -0.513 2.203
51 C -3.954 1.496 0.384
52 C -2.839 2.457 0.039
53 H -6.262 2.428 -1.969
54 H -4.546 2.307 -2.348
55 H -5.099 3.505 -1.184
56 H -6.958 0.512 -0.892
57 H -6.687 -1.226 0.862
58 H -4.719 -1.165 2.351
59 H -2.520 -0.480 2.588
60 H -3.203 3.037 2.781
61 H -1.502 4.703 3.432
62 H 0.841 3.990 3.851
63 H 1.445 1.608 3.580
64 H -3.002 3.456 0.454
65 H -2.755 2.564 -1.043
66 H -1.880 2.109 0.415

Properties
**Net charge**: -1
**Kohn-Sham gap (alpha / beta)**: 6.87 / 5.78 eV
**Energy relative to the best compared isomer or geometry (same formula, charge and spin)**: 115.5 kJ/mol
**Molar mass**: 1078.2 u
**2S+1**: 4
**LUMO (alpha / beta)**: 2.07 / 0.97 eV

Here is a cluster of 8 separate species, C20H32Cl14F3IN2O3PS in total from the OMol25 dataset. Energies are from ωB97M-V/def2-TZVPD.

Positions of all 77 atoms, in Å:
1 C 2.767 0.800 3.211
2 C 3.135 0.393 1.654
3 O 2.605 1.175 0.683
4 O 3.977 -0.771 1.259
5 C 2.969 -1.728 0.698
6 C 3.563 -3.291 0.697
7 C 2.547 -4.292 -0.178
8 C 1.047 -3.595 -0.298
9 C 0.691 -2.861 -1.683
10 I 1.892 -2.655 -3.495
11 C -0.793 -2.202 -1.570
12 S -1.645 -1.229 -2.937
13 C -1.511 -2.441 -0.167
14 C -3.017 -1.721 -0.018
15 C -3.406 -1.511 1.596
16 C -2.545 -0.296 2.304
17 F -2.460 0.947 1.504
18 F -3.316 0.067 3.552
19 F -1.193 -0.694 2.758
20 N -1.103 -3.177 1.027
21 N 0.131 -3.672 0.830
22 P 0.739 -4.560 2.303
23 C -0.812 -5.389 3.077
24 O 1.340 -3.288 3.341
25 H 3.703 0.552 3.869
26 H 2.439 1.945 3.276
27 H 1.820 0.186 3.584
28 H 2.737 -1.352 -0.406
29 H 2.023 -1.617 1.414
30 H 3.521 -3.655 1.808
31 H 4.616 -3.361 0.189
32 H 2.533 -5.392 0.221
33 H 3.072 -4.359 -1.250
34 H -2.754 -1.918 -3.454
35 H -3.056 -0.649 -0.484
36 H -3.794 -2.481 -0.452
37 H -4.542 -1.156 1.583
38 H -3.368 -2.506 2.209
39 H -0.581 -6.031 4.030
40 H -1.537 -4.522 3.430
41 H -1.356 -5.972 2.218
42 H 1.699 -3.676 4.208
43 C -0.520 0.711 -6.353
44 Cl 0.723 -0.504 -6.678
45 Cl -2.066 -0.051 -5.960
46 H -0.202 1.327 -5.508
47 H -0.646 1.337 -7.239
48 C -3.918 -4.262 -5.917
49 Cl -2.298 -4.440 -5.232
50 Cl -4.523 -2.615 -5.700
51 H -3.879 -4.489 -6.985
52 H -4.594 -4.959 -5.416
53 C 5.031 3.359 -0.171
54 Cl 6.650 3.182 0.514
55 Cl 4.425 5.006 0.046
56 H 5.069 3.132 -1.239
57 H 4.354 2.663 0.330
58 C 3.236 7.081 3.218
59 Cl 4.446 8.317 3.583
60 Cl 2.963 6.028 4.611
61 H 2.296 7.571 2.953
62 H 3.587 6.477 2.378
63 C -0.295 4.358 -6.396
64 Cl 1.096 3.343 -6.799
65 Cl -1.679 3.978 -7.428
66 H -0.570 4.186 -5.353
67 H -0.022 5.407 -6.538
68 C -2.417 3.190 4.926
69 Cl -3.654 2.914 6.158
70 Cl -0.870 3.625 5.663
71 H -2.288 2.277 4.340
72 H -2.741 4.004 4.272
73 C -3.800 3.847 1.173
74 Cl -3.441 5.523 1.607
75 Cl -5.429 3.698 0.504
76 H -3.077 3.511 0.426
77 H -3.724 3.224 2.067

Properties
**Net charge**: +1
**Kohn-Sham gap**: 6.77 eV
**Molar mass**: 1091.8 u
**LUMO**: -5.23 eV

Here is a cluster of 13 separate species, C4H24BO20 in total from the OMol25 dataset. Energies are from ωB97M-V/def2-TZVPD.

Positions of all 49 atoms, in Å:
1 O 3.031 0.895 -2.042
2 C 2.169 0.939 -1.168
3 O 0.994 0.561 -1.351
4 B 0.127 1.175 -0.344
5 O 1.055 1.944 0.488
6 C 2.202 1.896 -0.085
7 O 3.162 2.424 0.429
8 O -0.597 0.146 0.458
9 C -1.804 0.373 0.303
10 O -2.652 -0.475 0.561
11 C -2.016 1.547 -0.463
12 O -0.960 2.008 -0.821
13 O -3.086 1.909 -0.939
14 O -3.272 -0.651 -2.812
15 H -3.670 0.216 -2.733
16 H -4.018 -1.182 -2.815
17 O 5.616 1.108 0.785
18 H 6.405 1.559 0.555
19 H 4.973 1.796 0.710
20 O -1.123 -2.343 2.054
21 H -1.053 -1.436 1.861
22 H -0.981 -2.750 1.238
23 O 2.090 -1.060 1.028
24 H 1.661 -0.529 1.731
25 H 1.379 -1.653 0.660
26 O -3.012 -3.226 -0.233
27 H -2.350 -3.798 -0.639
28 H -2.736 -2.300 -0.245
29 O -5.032 1.393 1.019
30 H -5.488 0.559 0.841
31 H -4.665 1.647 0.155
32 O 1.221 0.644 3.011
33 H 2.075 0.931 3.338
34 H 0.649 1.473 3.002
35 O -0.658 -1.485 -2.334
36 H -0.004 -1.066 -2.834
37 H -1.514 -1.116 -2.510
38 O 5.629 -0.653 -1.412
39 H 5.621 -0.007 -0.747
40 H 4.775 -1.122 -1.278
41 O -0.551 2.735 2.579
42 H -1.401 2.268 2.550
43 H -0.288 2.726 1.656
44 O -4.001 -2.077 2.269
45 H -3.573 -1.596 1.560
46 H -4.295 -1.343 2.792
47 O 3.293 -1.237 -3.633
48 H 3.178 -1.433 -2.688
49 H 3.504 -0.347 -3.506

Properties
**Net charge**: -1
**Kohn-Sham gap**: 9.54 eV
**Energy relative to the best compared isomer or geometry (same formula, charge and spin)**: 286.3 kJ/mol
**Molar mass**: 403.0 u
**LUMO**: 1.80 eV